No. 1
Molecular formula: C3H6N2O2
Method: DFT, the ωB97M-V functional and the def2-TZVPD basis

Geometry as XYZ:
```
13
Properties=species:S:1:pos:R:3:forces:R:3:nbo_charge:R:1
C -2.05967 1.17574 0.24933 0.28 -0.22 0.53 0.5470
O -2.61631 2.16101 0.70375 1.07 -1.15 -0.76 -0.5529
H -0.30743 -1.18906 0.67914 0.39 -1.17 1.08 0.1800
H -2.57676 0.27704 0.00006 -0.62 -0.92 -0.11 0.1261
C 0.54639 -1.08661 0.01757 -2.32 2.24 -0.23 -0.2913
O 1.22309 0.84172 -1.07514 1.91 1.20 0.44 -0.5423
N 1.87628 -1.32256 0.43253 0.24 -0.14 0.36 -0.8199
C 0.45093 0.42590 -0.25379 -0.43 -2.29 -3.57 0.6865
H 2.02350 -2.29418 0.25103 0.96 -0.44 0.01 0.3613
H 2.46977 -0.72098 -0.15509 -0.12 -0.71 0.26 0.3867
H 0.22639 -1.57514 -0.92667 0.26 0.27 0.18 0.1883
N -0.67991 1.17038 -0.08414 -3.33 2.39 2.40 -0.6912
H -0.57626 2.13674 0.16144 1.70 0.93 -0.60 0.4218
```
Forces are in eV/Å.

## Properties
Energy above the lowest of the compared OMol25 structures with the same formula, charge and spin: 61.1 kcal/mol
Structure (SMILES): NCC(=O)NC=O
Gap between HOMO and LUMO: 10.26 eV
HOMO: -10.0460 eV
LUMO: 0.211 eV

---

No. 2
Molecular formula: C3H6N2O2
Method: DFT, the ωB97M-V functional and the def2-TZVPD basis

Geometry as XYZ:
```
13
Properties=species:S:1:pos:R:3:forces:R:3:nbo_charge:R:1
N 0.89776 0.50480 0.93882 -0.05 -0.03 0.05 -0.6559
O 1.70662 0.55509 3.07356 -0.30 -0.12 -0.39 -0.5586
C -0.67424 -0.00343 -2.21660 -0.21 -0.13 -0.33 -0.2652
H 1.62858 1.14939 0.64565 -0.34 -0.24 -0.10 0.4286
C 0.90100 0.14853 2.26993 0.17 0.11 0.15 0.5452
O 0.19485 0.53091 -1.20424 -0.10 -0.09 0.08 -0.4967
N -0.98555 -0.80572 0.20338 0.41 0.24 0.11 -0.7627
H -0.32341 -0.98670 -2.53694 0.15 0.12 0.03 0.1896
H -0.66969 0.69531 -3.05021 0.16 0.01 0.12 0.1946
H -1.04371 -1.09826 1.16528 -0.11 -0.15 0.12 0.3459
C -0.03441 0.01258 0.00943 -0.17 -0.18 0.11 0.7069
H 0.08748 -0.55065 2.53935 0.25 0.18 0.03 0.1102
H -1.68530 -0.15183 -1.83740 0.14 0.27 0.01 0.2181
```
Forces are in eV/Å.

## Properties
Energy above the lowest of the compared OMol25 structures with the same formula, charge and spin: 33.4 kcal/mol
Structure (SMILES): [H]/N=C(\NC=O)OC
Gap between HOMO and LUMO: 11.00 eV
HOMO: -10.1921 eV
LUMO: 0.810 eV

---

No. 3
Molecular formula: C3H6N2O2
Method: DFT, the ωB97M-V functional and the def2-TZVPD basis

Geometry as XYZ:
```
13
Properties=species:S:1:pos:R:3:forces:R:3:nbo_charge:R:1
H -0.92581 -0.71432 -1.66705 -0.10 0.07 0.10 0.2021
H -2.08218 0.63258 -1.46970 0.08 -0.14 0.06 0.1846
C 0.14043 0.14642 0.40404 -0.48 0.35 0.02 0.5273
C -1.70031 -0.28953 -1.02250 -0.15 -0.03 -0.23 -0.2592
H 1.08427 0.80106 2.09243 -0.06 -0.12 -0.05 0.3639
H -2.52464 -0.99494 -0.89501 0.13 0.10 -0.01 0.1958
O 2.31750 0.15849 0.21912 0.10 -0.39 0.29 -0.3919
N 0.63160 -0.04684 1.74173 0.08 0.10 -0.39 -0.5967
H 1.60258 -1.75571 0.70597 -0.09 0.13 -0.05 0.2078
C 1.51368 -0.67750 0.79159 0.76 -0.22 0.20 0.1706
O -1.18200 -0.02768 0.28640 0.12 0.03 0.09 -0.4607
H 0.34679 1.85991 -0.59978 -0.09 -0.25 -0.11 0.3177
N 0.77810 0.90806 -0.58723 -0.29 0.36 0.08 -0.4614
```
Forces are in eV/Å.

## Properties
Energy above the lowest of the compared OMol25 structures with the same formula, charge and spin: 164.7 kcal/mol
Gap between HOMO and LUMO: 8.19 eV
HOMO: -8.9859 eV
LUMO: -0.795 eV

---

No. 4
Molecular formula: C3H6N2O2S
Method: DFT, the ωB97M-V functional and the def2-TZVPD basis

Geometry as XYZ:
```
14
Properties=species:S:1:pos:R:3:forces:R:3:nbo_charge:R:1
H -0.32913 2.53738 -0.29640 0.53 -1.07 -1.11 0.2085
H -2.44145 -0.97360 -1.57358 1.22 -0.53 4.05 0.4133
H -0.56434 1.57061 0.97640 0.05 -0.08 2.66 0.2211
O -0.74821 -0.67991 1.33848 -2.19 -0.86 -2.49 -0.6488
C 1.36838 1.03134 0.08881 1.96 -0.39 0.55 0.1010
H 2.03309 1.86462 0.53983 -0.36 -1.62 -0.74 0.1542
N 1.73959 -0.19495 -0.26561 -1.70 4.16 1.00 -0.5959
H -2.69726 -2.11457 -0.29083 0.79 0.18 0.98 0.4173
H 2.57520 -2.40256 0.38332 2.00 3.42 -1.07 0.1435
S 3.31782 -0.76356 -0.08497 -2.07 -3.40 1.19 0.1924
C -0.09675 1.50135 0.05398 1.72 -1.17 -0.85 -0.1244
O -0.72149 0.43123 -0.57104 -2.62 0.03 -2.82 -0.5174
N -2.22061 -1.24544 -0.48275 -0.42 1.36 -4.07 -0.8566
C -1.21483 -0.56194 0.18435 1.08 -0.02 2.73 0.8917
```
Forces are in eV/Å.

## Properties
Energy above the lowest of the compared OMol25 structures with the same formula, charge and spin: 112.3 kcal/mol
Gap between HOMO and LUMO: 8.36 eV
HOMO: -8.6170 eV
LUMO: -0.258 eV

---

No. 5
Molecular formula: C3H6N2O2S
Method: DFT, the ωB97M-V functional and the def2-TZVPD basis

Geometry as XYZ:
```
14
Properties=species:S:1:pos:R:3:forces:R:3:nbo_charge:R:1
H -1.00323 0.44962 -2.66069 -1.23 0.15 0.01 0.2732
H 1.23298 0.92585 0.85316 -0.55 -2.03 0.36 0.4619
N -0.31913 -0.53213 -0.25789 0.99 -0.70 1.79 -0.6567
H -2.32731 -0.38449 -1.46025 1.44 3.85 -1.26 0.2207
O 0.97341 -2.25386 0.90800 -2.90 1.62 -0.39 -0.5973
C -0.51524 0.70896 -0.84541 6.58 2.10 0.41 0.6603
S 2.48127 -0.20800 2.59326 -0.83 -0.08 -2.07 0.1671
C -1.62412 0.65438 -1.75406 -1.19 -1.81 -0.20 -0.7031
H -1.91534 1.71927 -1.72581 -1.22 -0.82 -0.66 0.2736
N 1.26973 -0.08186 1.21283 3.41 4.94 4.15 -0.7267
C 0.59806 -1.08055 0.75165 2.33 -1.66 -2.47 0.7602
O 0.41734 1.71834 -0.93042 -5.01 -5.35 1.57 -0.6592
H -0.96602 -1.27056 -0.35580 -1.33 -0.27 -0.93 0.4086
H 1.69761 -0.36497 3.67142 -0.49 0.05 -0.31 0.1174
```
Forces are in eV/Å.

## Properties
Energy above the lowest of the compared OMol25 structures with the same formula, charge and spin: 80.9 kcal/mol
Structure (SMILES): CC(=O)NC(=O)NS
Gap between HOMO and LUMO: 10.13 eV
HOMO: -9.7881 eV
LUMO: 0.339 eV

---

No. 6
Molecular formula: C3H6N2O3
Method: DFT, the ωB97M-V functional and the def2-TZVPD basis

Geometry as XYZ:
```
14
Properties=species:S:1:pos:R:3:forces:R:3:nbo_charge:R:1
C -0.68779 1.26310 -0.51560 -1.18 0.46 -2.97 0.4587
O -0.44412 1.99380 0.38757 0.44 0.56 0.89 -0.5257
C -0.43348 -0.20025 -0.57627 1.81 1.25 3.67 -0.5236
H 0.35134 -1.58165 0.73399 0.43 -2.23 0.49 0.2422
H -1.43568 -0.56111 -0.45807 -0.34 -1.17 -0.18 0.2459
H 2.00655 1.41135 0.73387 -0.16 -0.99 -1.48 0.3582
C 0.57436 -0.58247 0.60191 -2.19 0.58 -2.03 -0.2621
O 3.59139 1.02595 -0.28654 1.23 -0.60 -1.15 -0.4399
H 0.38545 -0.10753 1.49779 -0.23 1.43 1.78 0.2240
N 2.44080 0.73347 0.01748 -1.50 2.42 3.32 0.0844
H -1.27441 1.63188 -1.44563 0.62 -0.11 1.07 0.1049
O 2.52305 -1.45755 -0.26146 0.54 -0.76 -0.55 -0.4521
H 0.19490 -0.57712 -1.31289 -0.13 -0.41 -2.64 0.2557
N 1.93320 -0.45798 0.15564 0.65 -0.41 -0.22 0.2294
```
Forces are in eV/Å.

## Properties
Energy above the lowest of the compared OMol25 structures with the same formula, charge and spin: 167.2 kcal/mol
Gap between HOMO and LUMO (alpha / beta): 9.03 / 8.89 eV
HOMO (alpha / beta): -8.7419 / -8.6334 eV
LUMO (alpha / beta): 0.285 / 0.256 eV

---

No. 7
Molecular formula: C3H6N2O3
Method: DFT, the ωB97M-V functional and the def2-TZVPD basis

Geometry as XYZ:
```
14
Properties=species:S:1:pos:R:3:forces:R:3:nbo_charge:R:1
H -0.82036 -0.17093 0.15074 0.24 0.46 -0.13 0.2855
C 0.98574 0.77990 1.14662 1.28 5.44 1.38 0.4561
H -1.92946 -1.88308 -3.56619 0.14 0.02 -0.17 0.1146
O -2.07397 -0.88476 -1.87994 -0.29 0.25 0.57 -0.6434
H 0.81403 -0.95544 -0.24829 0.37 -0.37 0.21 0.2822
H 0.71865 2.83361 1.38732 0.19 0.00 -0.28 0.4134
C 0.22003 -0.36829 0.43587 -1.13 -1.77 3.05 -0.0766
O 2.22267 0.81172 0.99987 -0.37 -0.39 -0.54 -0.4082
N 0.47146 -0.21888 2.13627 -1.01 -2.08 -4.66 -0.4266
O -0.11708 -1.62633 -2.71611 -0.18 -0.12 -0.09 -0.6570
H -0.71459 1.90925 1.45737 0.07 0.08 -0.03 0.3978
C -1.34617 -1.45172 -2.71436 0.70 0.02 0.56 0.6054
N 0.23868 1.98509 1.13348 0.10 -1.26 0.00 -0.7221
H 1.33037 -0.76014 2.27734 -0.11 -0.28 0.11 0.3789
```
Forces are in eV/Å.

## Properties
Energy above the lowest of the compared OMol25 structures with the same formula, charge and spin: 201.8 kcal/mol
Gap between HOMO and LUMO: 3.56 eV
HOMO: -8.6792 eV
LUMO: -5.118 eV

---

No. 8
Molecular formula: C3H6N2O3
Method: DFT, the ωB97M-V functional and the def2-TZVPD basis

Geometry as XYZ:
```
14
Properties=species:S:1:pos:R:3:forces:R:3:nbo_charge:R:1
H 1.50240 -1.66615 1.14577 0.32 0.04 -0.47 0.3381
N 2.06926 -0.26336 0.00363 -0.20 2.16 -2.00 0.3147
H -2.08976 -0.97630 1.26083 -0.78 -0.26 3.40 0.2384
H -1.32990 -1.70298 -0.02550 0.84 0.02 -0.29 0.2544
C -1.01665 0.43125 0.23909 0.62 1.83 0.82 0.8153
H 0.64089 2.13086 -0.17730 0.71 -0.22 -1.05 0.2082
C -1.80741 -0.79954 0.31020 -1.45 -0.98 -3.33 -0.7276
O -0.95333 1.28672 1.10034 -0.02 -1.23 -1.33 -0.5639
H 0.97381 1.60322 -1.96827 1.87 0.86 -4.27 0.1702
H -2.78474 -0.86967 -0.26537 1.13 0.96 0.33 0.2484
N 1.18700 -0.96696 0.44880 -0.44 -0.72 1.25 -0.5040
O -0.33498 0.58780 -0.97929 -1.12 -0.83 -0.32 -0.4839
C 0.66398 1.44261 -1.05226 -1.50 -1.21 6.58 0.0872
O 3.27942 -0.23749 -0.04067 0.04 -0.43 0.70 -0.3954
```
Forces are in eV/Å.

## Properties
Energy above the lowest of the compared OMol25 structures with the same formula, charge and spin: 155.4 kcal/mol
Gap between HOMO and LUMO (alpha / beta): 7.29 / 8.77 eV
HOMO (alpha / beta): -8.0594 / -8.9392 eV
LUMO (alpha / beta): -0.768 / -0.165 eV